{
  "formula": "C32H29N4O6S4Sr",
  "method": "wB97M-V/def2-TZVPD",
  "e_above_lowest_kcal_mol": 7.1,
  "homo_lumo_gap_ev": 6.41,
  "lumo_ev": 2.122,
  "total_charge": -1,
  "elements": ["Sr", "C", "C", "N", "N", "C", "S", "S", "C", "C", "C", "C", "C", "C", "C", "C", "C", "C", "C", "C", "C", "O", "H", "H", "H", "H", "H", "H", "H", "H", "H", "H", "H", "H", "H", "H", "O", "C", "O", "C", "C", "C", "C", "C", "N", "C", "O", "O", "H", "H", "H", "H", "S", "C", "N", "C", "C", "C", "C", "C", "C", "H", "H", "H", "H", "H", "C", "S", "C", "O", "H", "H", "H", "H", "H", "H"],
  "xyz": [[-0.00515, 0.47402, 0.24396], [2.74017, -0.90848, -3.32336], [1.73525, -0.04176, -2.59762], [0.84681, -0.57154, -1.82717], [0.81820, -1.99132, -1.88759], [-0.18050, -2.55637, -1.28552], [-1.51925, -1.92112, -0.36063], [-0.04696, -4.35990, -1.45364], [-1.76309, -4.82693, -1.73901], [-2.20827, -4.62435, -3.16492], [-2.64025, -3.36923, -3.59084], [-2.99836, -3.16025, -4.91590], [-2.93834, -4.20082, -5.83599], [-2.51765, -5.45691, -5.41671], [-2.15520, -5.66202, -4.09033], [1.75369, 1.44261, -2.85149], [2.59340, 1.91486, -3.87252], [2.66640, 3.24220, -4.25194], [1.85574, 4.16605, -3.58308], [1.00633, 3.74916, -2.58490], [0.91169, 2.38962, -2.18322], [0.06915, 2.06229, -1.26074], [2.88451, -1.83248, -2.77518], [3.68933, -0.39005, -3.44505], [2.37096, -1.18959, -4.31474], [-2.36552, -4.23939, -1.04482], [-1.82667, -5.87928, -1.45764], [-2.67382, -2.55583, -2.87330], [-3.32150, -2.17506, -5.23072], [-3.21139, -4.03157, -6.87049], [-2.46717, -6.27646, -6.12374], [-1.81743, -6.64178, -3.76642], [3.20076, 1.20204, -4.41204], [3.33262, 3.54794, -5.04823], [1.88554, 5.21493, -3.85984], [0.35750, 4.44554, -2.06584], [-3.82733, 3.40062, 0.91531], [-2.74800, 2.59922, 1.00972], [-2.74389, 1.46246, 0.61840], [-1.56661, 3.28589, 1.66363], [-1.61853, 4.56404, 2.17015], [-0.44413, 5.09692, 2.69552], [0.71421, 4.34629, 2.67245], [0.67324, 3.06549, 2.13036], [-0.46001, 2.54618, 1.65754], [1.95210, 2.20070, 2.04614], [2.89190, 2.54910, 2.75463], [1.87597, 1.21318, 1.23896], [-4.48879, 2.86422, 0.44821], [-2.53998, 5.12772, 2.14624], [-0.44502, 6.09728, 3.11010], [1.65717, 4.70736, 3.05626], [0.02917, -1.94989, 4.93836], [-0.17867, -1.57614, 3.25448], [-0.99582, -0.61660, 2.97346], [-1.55699, -0.11269, 4.15903], [-2.53343, 0.88242, 4.22251], [-3.01866, 1.27164, 5.45279], [-2.54187, 0.68255, 6.63411], [-1.58594, -0.31164, 6.58739], [-1.10276, -0.70596, 5.33571], [0.36859, -2.12274, 2.48679], [-2.90377, 1.31358, 3.30301], [-3.78223, 2.03720, 5.50733], [-2.93753, 1.00024, 7.59036], [-1.22151, -0.77095, 7.49786], [4.19934, -0.78550, 0.24584], [3.33717, -1.85169, 1.37263], [3.58914, -0.87586, 2.82614], [1.88096, -1.75226, 0.98628], [5.24801, -0.73457, 0.54468], [3.71587, 0.19436, 0.27631], [4.11028, -1.23580, -0.74381], [4.66340, -0.84388, 3.02618], [3.07778, -1.38122, 3.64715], [3.19566, 0.12993, 2.66297]],
  "forces_ev_per_a": [[-1.6, -2.2, 0.8], [0.0, 0.1, -0.1], [-0.1, 0.6, -0.2], [0.1, -0.9, -0.6], [-0.3, 0.4, 0.1], [-0.1, 0.1, 0.0], [0.3, -0.4, -0.5], [0.3, 0.3, 0.0], [-0.2, -0.1, -0.1], [0.1, 0.0, 0.1], [0.0, 0.0, -0.1], [0.0, 0.0, 0.0], [0.0, 0.0, 0.1], [0.0, 0.1, 0.1], [0.0, 0.0, -0.1], [0.2, -0.6, 0.0], [0.0, 0.0, 0.0], [-0.1, 0.0, 0.2], [0.0, -0.1, 0.0], [0.1, 0.0, -0.1], [-0.4, -0.2, 0.2], [0.3, 1.3, -1.3], [0.0, 0.0, 0.0], [0.0, 0.0, 0.0], [0.0, 0.1, 0.0], [0.0, 0.0, 0.0], [0.0, 0.0, 0.0], [0.0, 0.0, 0.0], [0.0, 0.0, 0.0], [0.0, 0.0, 0.0], [0.0, 0.0, 0.0], [0.0, 0.0, 0.0], [0.0, 0.1, 0.0], [0.0, 0.0, 0.0], [0.0, 0.0, 0.0], [0.0, 0.0, 0.0], [-0.1, -0.2, -0.1], [0.5, 0.3, 0.3], [0.1, 0.2, 0.0], [-0.1, -0.6, -0.4], [0.0, 0.3, 0.1], [-0.1, 0.0, 0.0], [0.0, 0.0, 0.0], [-0.2, -0.3, 0.0], [0.3, 0.6, 0.4], [-0.4, -0.2, -0.5], [0.2, 0.0, 0.0], [1.4, 1.4, 1.4], [0.0, 0.1, 0.1], [0.0, 0.0, 0.0], [0.0, 0.0, 0.0], [0.0, 0.0, 0.0], [0.1, -0.1, 0.0], [-0.2, 0.2, -0.3], [0.0, 0.0, 0.7], [0.1, 0.0, -0.6], [0.0, 0.1, 0.0], [0.0, 0.0, 0.0], [0.0, 0.0, -0.1], [0.1, 0.0, -0.1], [0.0, -0.1, 0.3], [-0.1, 0.1, 0.1], [0.0, 0.0, 0.0], [0.0, 0.0, 0.0], [0.0, 0.0, 0.0], [0.0, 0.0, 0.0], [0.1, 0.2, -0.3], [-0.8, -0.4, -0.6], [0.0, 0.3, 0.4], [0.4, -0.1, 0.4], [0.0, 0.0, -0.1], [0.1, -0.1, 0.0], [0.0, 0.1, 0.1], [-0.1, 0.0, 0.0], [0.0, 0.1, 0.0], [0.1, -0.1, 0.1]]
}